The following is a quantum chemistry calculation of a molecular structure, C37H51N9O5S2Ti, from the Open Molecules 2025 dataset.

Last column: Löwdin charge in e.
Atoms and positions in Å:
H  1.59173  -0.44266  -2.87809  0.050
N  2.73626  -3.85909  5.21201  -0.351
C  0.72771  -1.42014  3.23849  -0.009
C  0.98029  5.74941  -0.06040  -0.187
H  -2.54655  0.00154  -3.30832  0.070
H  1.15485  1.84578  -2.48887  0.057
C  2.58244  2.32885  -0.53493  -0.050
O  1.97993  1.77824  2.23875  0.086
H  -0.48237  2.54709  -2.59994  0.067
C  1.54276  3.38464  -0.33745  -0.362
H  1.44114  6.67098  -0.41636  0.120
O  3.88438  -3.95487  5.59392  0.080
H  0.33492  -3.28891  4.24195  0.119
O  1.88184  -4.70808  5.37365  0.073
H  -1.53096  -0.13820  -4.74519  0.089
O  0.50240  0.49121  1.14434  -0.191
H  -3.53264  -3.67865  -3.70358  0.081
H  3.34595  5.91922  -1.20001  0.121
H  3.71053  0.17553  3.20903  0.128
C  -2.80106  -4.23263  -3.11287  -0.044
H  2.25744  -4.39179  1.94910  0.122
H  1.51534  -4.84196  -2.24228  0.124
H  0.08393  5.60769  -0.67178  0.121
H  -2.45495  -4.36299  1.88092  0.080
H  -2.00802  -4.54997  -3.79357  0.080
N  -2.42739  0.57393  1.10136  -0.157
H  1.51051  6.14347  2.00103  0.066
Ti  -0.79971  1.28670  -0.03826  1.089
H  -0.85036  -3.70504  2.18157  0.048
C  -5.70406  0.83615  -2.42402  -0.089
C  4.00659  5.41270  0.79566  -0.061
H  -2.25768  -2.67415  2.38764  0.074
S  -1.42748  2.77662  2.41505  0.656
H  -6.61053  0.43723  -2.85770  0.100
C  2.36829  -2.65844  4.43605  -0.151
C  -3.97630  0.75867  -0.73423  -0.140
H  3.05185  -2.19800  1.41539  0.088
C  -1.77377  1.23824  3.10188  -0.902
C  1.06237  -2.52897  3.99637  -0.001
H  3.86209  4.26066  -1.01575  0.103
H  0.40355  -3.83549  -1.30554  0.095
H  -1.93131  1.44179  -4.08316  0.074
H  0.37397  2.03884  -4.05330  0.098
O  -2.17075  2.31047  -0.87804  -0.209
C  -1.14545  -1.83558  0.00490  -0.030
H  -0.66373  -1.28205  0.79622  0.069
C  0.19734  1.79790  -3.00392  -0.057
H  5.06767  5.60009  0.62886  0.079
C  3.34140  -1.71026  4.17480  0.014
H  2.46467  -2.66523  -2.47564  0.103
C  -5.09528  1.96518  -2.97312  -0.075
H  -5.53656  2.44576  -3.83737  0.106
S  3.78243  -0.95602  -0.86443  0.587
C  0.70250  -0.52616  -3.50705  -0.041
H  0.41004  -1.57235  -3.56157  0.066
H  -5.64546  -0.58095  -0.82127  0.116
H  3.09034  2.43952  -1.49431  0.095
H  -2.79231  -4.75748  -0.43886  0.113
C  -2.24898  -3.38467  -1.99651  -0.274
H  0.84227  -3.58689  1.26424  0.081
C  -2.31349  -3.81437  -0.67833  -0.028
H  -1.96385  0.23079  4.85577  0.095
N  0.29252  3.04073  -0.17326  0.025
C  -1.75670  -3.03914  0.33171  -0.266
C  2.98488  -0.59362  3.43500  0.001
H  3.31853  2.38370  0.26393  0.094
H  1.10062  -5.71279  0.10916  0.120
C  3.32572  5.06417  -0.52065  -0.199
N  -1.52214  1.02640  4.42456  0.077
H  -0.28807  -1.28085  2.88994  0.086
N  2.69868  -2.80200  0.69075  0.036
H  3.90616  4.59277  1.50817  0.084
C  -1.15901  -1.31249  -1.29833  -0.242
H  2.13821  1.33959  -0.50482  0.022
H  -1.68774  -1.85699  -3.33203  0.093
H  0.22351  4.96541  1.83712  0.024
C  1.68757  -0.45567  2.95411  -0.109
C  -3.93619  2.48000  -2.43047  -0.022
C  -3.55417  0.28862  0.56758  -0.042
C  1.43617  -4.18885  -1.37285  -0.158
C  1.37158  0.74244  2.09965  -0.540
H  -1.35378  1.83755  4.99221  0.077
N  1.92751  4.67170  -0.35398  -0.059
C  0.62807  5.88487  1.41741  -0.056
N  -0.66920  0.00000  -1.52353  -0.036
H  -0.35144  3.81067  -0.05010  0.045
C  1.85534  -3.93278  1.04541  -0.166
H  -3.45285  3.35079  -2.85398  0.121
C  -3.32911  1.85519  -1.33597  -0.324
C  1.82271  -4.92438  -0.10286  -0.144
N  -2.25720  0.21722  2.43342  -0.008
C  -1.83650  -3.47239  1.77265  -0.035
C  -1.67888  0.41639  -3.81553  -0.027
H  4.34575  -1.85351  4.54403  0.123
H  -3.28678  -5.12743  -2.72543  0.073
C  -1.68079  -2.15235  -2.29737  -0.015
H  0.96125  -0.19687  -4.51566  0.091
C  -5.15764  0.26265  -1.29592  -0.033
C  -0.39690  0.38927  -2.93999  -0.555
C  2.88330  -2.34882  -0.56122  -0.866
H  -4.27183  -0.25458  1.18021  0.144
H  3.57606  6.30847  1.24342  0.065
N  2.34736  -3.06862  -1.56232  0.019
H  -0.11187  6.67532  1.54759  0.084
H  2.80661  -5.38263  -0.22473  0.123

Results
Gap between HOMO and LUMO, eV: 7.17
Total charge: 0
Molar mass, g mol⁻¹: 813.9

=====

The following is a quantum chemistry calculation of a molecular structure, C37H52BF5LaN9S4 at a distorted geometry, from the Open Molecules 2025 dataset.

Last column: Löwdin charge in e.
Atoms and positions in Å:
H  3.93902  -2.88592  2.86090  0.068
C  1.60761  6.00287  -1.81878  -0.130
H  -4.18450  4.91330  1.80890  0.127
H  -4.76042  4.82230  -1.83736  0.109
H  -1.97400  5.20332  0.52216  0.107
H  -0.84531  -0.61882  -4.41681  0.065
C  -3.53266  -2.37321  0.98243  -0.164
H  -5.15715  4.02275  -3.44725  0.135
H  0.70577  -5.05736  0.45891  0.069
F  1.47400  6.76640  -0.74055  0.136
C  -1.77846  -3.89944  0.25260  -0.167
C  -0.42466  -0.44337  -1.76916  -0.717
H  3.95140  -2.12668  -1.92835  0.105
C  2.79676  6.13613  -2.59476  -0.113
C  -3.13914  -3.64292  0.69102  0.118
H  -4.32505  2.57839  1.56874  0.111
C  -4.63592  3.91839  -2.47243  -0.215
C  2.35409  -0.33207  -1.42413  -0.191
H  -4.66796  1.34837  -0.27459  0.092
H  3.57298  2.73704  3.64717  0.107
H  -4.83124  -0.90705  1.88288  0.071
H  -0.82454  -2.28125  -3.82508  0.090
H  -3.09469  3.18922  -3.58482  0.062
H  3.27439  0.29417  4.39527  0.147
N  -0.83943  -2.98595  0.28665  0.217
C  1.90278  -1.06637  3.50337  -0.185
H  5.51793  -1.38123  -1.61206  0.072
H  -4.21061  5.19974  0.09937  0.105
N  0.97921  -1.20818  2.59774  0.189
C  -5.09438  2.65901  -1.75799  -0.240
H  1.28847  -1.56859  6.03991  0.083
S  -2.23273  0.26270  1.42793  0.872
H  -0.30607  -4.07932  -1.96248  0.079
C  -0.17794  -1.40821  -4.07810  -0.062
N  -1.19982  -1.79663  0.69312  -0.022
C  4.53125  -1.42370  -1.25649  -0.017
H  4.53064  -2.23375  4.40590  0.081
N  0.21753  -0.16542  -0.59895  -0.022
C  2.18703  4.21173  -3.87158  -0.227
H  -3.83636  -4.53445  0.53923  0.153
C  -0.14161  -5.72626  0.41317  -0.040
H  0.18771  -6.64924  -0.04247  0.081
H  2.02197  3.41382  3.35904  0.059
C  2.43367  0.23658  3.68097  0.065
H  -2.61516  -6.76622  0.63493  0.094
C  4.07831  0.63747  0.04869  -0.050
C  -3.85815  4.47343  0.85954  -0.238
C  1.79510  -0.82760  -2.62183  0.065
C  -2.42726  -1.46219  0.96147  -0.455
F  -0.13968  4.56139  -1.09366  -0.111
C  2.05549  1.29296  2.95520  -0.231
H  -6.19191  2.79314  -1.64846  0.137
La  -1.58818  2.34531  -0.96726  1.505
C  -1.38559  -5.19439  -0.42599  -0.486
C  0.91139  1.09063  2.09738  -0.616
S  -2.08994  -0.38368  -2.09289  0.666
H  0.58433  -1.65519  -4.81023  0.098
H  -5.47468  -2.52568  1.90221  0.077
F  2.36437  3.41243  -4.91981  0.097
C  -4.66563  3.14648  0.63696  -0.183
N  0.53382  -0.16999  1.91473  -0.031
H  -4.89784  1.87939  -2.53423  0.129
H  -0.46036  -5.89172  -2.30772  0.095
B  -0.44933  -0.48453  0.75232  -0.812
H  -1.81907  -4.86360  -2.57778  0.079
C  3.84064  -0.05688  -1.26324  -0.517
C  2.28915  -2.34002  4.23182  -0.483
S  0.11006  2.48855  -3.24490  0.548
C  -0.96096  -4.98988  -1.92615  -0.026
H  1.56760  -4.27118  4.75003  0.080
H  -2.14870  -7.24326  -1.02957  0.108
C  3.75712  -2.81184  3.91158  -0.016
N  1.54748  -0.07319  -0.43109  0.184
C  1.08951  3.95964  -3.04895  -0.522
H  2.91328  3.09515  1.93859  0.085
H  1.20430  -3.93133  3.07504  0.055
H  -0.46047  -6.02432  1.42199  0.089
N  -3.15341  3.80215  -2.78473  -0.071
H  -5.55512  -1.59178  0.45949  0.095
C  -4.92887  -1.83962  1.31517  0.000
H  2.46751  -1.10085  -3.45544  0.145
H  -2.00581  3.82113  1.49505  0.005
H  -2.83233  4.73412  -3.07472  0.100
H  3.46270  1.50976  -2.66074  0.068
H  3.06614  -1.31228  5.98288  0.070
C  0.44746  -0.95396  -2.81431  -0.275
H  4.57173  -1.78784  -0.20852  0.096
H  4.22067  0.11854  -3.43087  0.106
C  2.25069  -2.00726  5.81952  -0.008
C  0.83681  4.89032  -2.03428  -0.201
H  2.32113  -2.97231  6.30799  0.085
C  1.31327  -3.50072  4.04222  -0.069
F  3.66389  7.12128  -2.26078  0.131
H  3.82464  -3.81976  4.33860  0.092
C  -2.42338  -6.37261  -0.37837  -0.060
N  -2.41446  4.29080  0.68907  -0.099
H  3.56302  0.17554  0.90261  0.070
C  3.03605  5.31240  -3.61663  -0.165
C  4.26142  0.79207  -2.51487  0.001
C  2.69582  2.68424  2.94926  -0.056
N  -4.35095  2.27262  -0.56194  -0.158
H  5.11923  0.56946  0.43309  0.117
H  -5.79817  3.32898  0.77512  0.153
F  4.12366  5.45824  -4.33247  0.168
H  5.24233  1.25437  -2.40488  0.099
H  3.75848  1.62856  0.08664  0.059
H  0.25826  -3.22349  4.30256  0.101
H  -3.38042  -6.05665  -0.82305  0.076
S  0.06945  2.44441  1.50543  0.649

Results
Gap between HOMO and LUMO, eV: 6.98
Total charge: +2
Relative energy (zero: lowest compared OMol25 entry of this formula, charge and spin), kJ/mol: 233.7
Molar mass, g mol⁻¹: 995.9

=====

The following is a quantum chemistry calculation of 9 unconnected molecules or ions with the total composition C37H52F7N4O18S at a distorted geometry, from the Open Molecules 2025 dataset.

Last column: Löwdin charge in e.
Atoms and positions in Å:
H  3.00483  -2.70310  0.40913  0.133
H  -5.06766  4.70693  -0.66785  0.129
H  4.02252  -0.20761  -0.10083  0.106
O  0.53256  1.04863  10.14164  0.027
C  4.85601  2.56674  -0.09927  -0.426
N  -1.75580  -2.53098  1.18431  0.120
H  -3.23095  -4.80163  -4.78237  0.130
H  7.70363  3.50654  -1.03740  0.130
C  -5.00295  -2.43929  -1.66355  -0.096
C  -3.38522  -3.53453  -7.80027  -0.156
H  4.75339  9.39378  -2.52145  0.132
C  3.00440  0.27923  1.76662  -0.169
H  4.67888  7.94561  -4.39043  0.125
H  -3.75647  -3.95745  -8.73832  0.137
H  -2.54822  -3.12066  1.52005  0.133
C  3.25751  6.62312  -3.48802  -0.081
N  -0.08999  -3.45126  -0.55983  0.173
C  -0.14274  -0.23029  11.97141  -0.165
H  0.69164  -8.73936  -5.71504  0.123
H  1.92166  -1.42141  -0.23979  0.108
H  0.95651  -3.40829  -2.76708  0.185
H  -1.15306  5.10268  -1.74377  0.129
H  1.68593  -0.50871  10.83171  0.131
H  -3.27891  4.19713  -2.12946  0.127
C  -0.39671  -8.81775  -5.78221  -0.165
C  -5.22412  -3.77319  -0.74109  -0.113
O  4.38476  7.55392  -1.64758  0.040
C  -1.15071  -0.42283  10.86672  -0.082
O  -1.87047  7.51039  -0.71614  0.104
C  3.66492  -0.68430  0.81571  -0.162
N  -0.85945  -1.85872  -2.28802  0.046
H  -0.22705  -9.51456  -7.82721  0.139
O  4.07978  5.28730  -1.64575  0.085
O  0.57439  2.82421  5.51693  0.028
N  -1.66491  -1.59150  -1.19191  -0.137
O  -2.31115  -7.80797  -6.65109  0.018
C  1.78411  2.20156  5.63130  -0.459
H  3.06158  9.07213  -2.06708  0.134
H  -1.35412  2.11130  5.75617  0.129
O  -3.08230  -9.53972  -7.93053  0.108
O  -2.02724  -3.92440  -7.60108  0.043
C  3.73247  8.01022  -3.83984  -0.165
H  4.97922  3.62148  1.74075  0.140
C  2.58453  -1.70948  0.58085  -0.096
S  -2.91311  -0.36884  -1.26766  0.951
C  -1.81964  -4.16262  -6.27279  -0.465
H  -0.09527  0.11977  5.54415  0.119
H  -0.96407  -10.69717  -6.68910  0.134
C  1.65040  0.95805  6.45712  -0.078
C  4.91017  3.84971  0.67353  -0.083
C  -2.21187  -9.03565  -7.24029  -0.457
O  -3.76454  6.28286  -0.34702  0.034
C  -4.06839  4.89133  -0.26280  -0.168
C  -0.73891  0.62622  9.87874  -0.449
H  -0.86567  -1.38511  -3.22748  0.186
H  1.67585  0.94268  11.86393  0.132
H  -2.17041  -0.25313  11.22001  0.135
H  -4.05202  4.59335  0.79081  0.131
H  -1.26707  -1.92241  1.90641  0.146
H  -0.21374  0.19292  7.31013  0.094
C  3.95005  6.37521  -2.18223  -0.426
H  3.02348  8.57321  -4.45264  0.124
O  1.01809  -2.49914  2.24735  0.060
H  4.52257  -1.16051  1.30630  0.133
H  4.03679  4.47222  0.46594  0.119
C  0.16234  0.71685  6.42740  -0.169
C  -2.99929  4.20127  -1.06889  -0.170
H  -5.04632  -3.51426  -6.38560  0.125
C  -1.80306  5.09635  -0.86577  -0.085
H  2.17583  6.59108  -3.33065  0.137
C  1.81945  -1.66093  1.86865  -0.456
C  -0.39469  2.10875  6.28164  -0.169
C  -2.44366  6.43513  -0.65731  -0.458
H  -1.24013  4.82582  0.03185  0.139
H  -0.76226  -9.26215  -4.84846  0.124
C  1.06006  0.29547  11.23264  -0.165
H  7.58268  2.89526  0.63108  0.129
H  -3.42964  -2.44208  -7.86142  0.132
F  -6.28082  -2.20928  -2.40799  0.065
H  -0.51758  2.61056  7.24717  0.121
H  -1.06041  -1.40790  10.40059  0.138
H  2.00958  1.16119  7.46981  0.132
C  0.14438  -2.98397  -2.00515  0.113
H  5.95060  5.06800  -0.74665  0.096
C  7.01248  3.28365  -0.21932  -0.161
H  2.42175  1.04525  1.24422  0.123
C  3.97084  8.63017  -2.48789  -0.163
H  -3.09910  -3.02269  -5.01705  0.113
C  -1.21792  -2.52285  -0.08062  -0.213
F  -5.77666  -4.82817  -1.67195  0.044
O  -2.99060  0.09993  -2.76710  -0.306
C  6.17634  4.48041  0.15156  -0.164
F  -5.60982  -0.02414  -1.30197  0.043
O  2.82418  2.62680  5.15634  0.087
H  2.20055  0.12682  6.01012  0.128
H  -0.49552  -6.84129  -6.67902  0.126
C  -4.13221  -4.07133  -6.60747  -0.153
O  -2.59291  0.91059  -0.41142  -0.280
H  0.06472  -1.14179  12.53822  0.124
F  -6.25729  -3.62575  0.32882  0.068
H  6.66568  5.14072  0.87245  0.127
O  -0.73517  -4.43259  -5.78370  0.066
C  -0.87137  -9.64110  -6.95277  -0.083
C  -1.07362  -7.49240  -6.01493  -0.188
H  3.56158  5.89203  -4.24065  0.133
H  -4.40808  -5.11829  -6.78289  0.131
O  6.08013  2.28699  -0.63545  0.036
H  -1.26555  -6.96214  -5.07759  0.119
C  -4.61871  -1.07186  -0.85414  -0.213
H  3.73131  0.77080  2.41975  0.137
O  2.11412  -0.51470  2.54948  0.034
C  -3.09982  -3.99831  -5.51100  -0.100
O  -1.41777  1.02606  8.94737  0.087
H  -2.82867  3.16626  -0.76100  0.083
F  -3.93686  -4.37429  -0.22525  0.029
O  3.87642  1.84809  -0.20929  0.050
F  -4.68655  -1.16038  0.62093  0.031
H  -0.50803  0.52906  12.67352  0.127
F  -3.98258  -2.80148  -2.71460  0.012

Results
Gap between HOMO and LUMO, eV: 5.74
Total charge: +1
Relative energy (zero: lowest compared OMol25 entry of this formula, charge and spin), kJ/mol: 906.7
Molar mass, g mol⁻¹: 1005.9